#i
18
Properties=species:S:1:pos:R:3:nbo_charge:R:1 method="wB97M-V/def2-TZVPD" e_lumo_ha="-0.17855 / -0.18288" e_homo_ev="-11.97 / -12.57" total_charge=+1 orbital_gap_ev="7.11 / 7.59" multiplicity=1
C -1.531 0.306 0.237 0.326
C 0.514 1.909 -0.016 0.276
C 2.315 0.215 -0.073 0.043
C -1.711 -2.057 -0.128 -0.432
N -1.044 -0.800 -0.086 -0.426
N -0.795 1.541 0.085 -0.587
N 1.752 1.427 -0.084 -0.466
N 1.467 -0.846 -0.074 -0.038
O 1.934 -1.980 0.166 -0.353
H -2.565 0.576 0.340 0.199
H 0.493 3.019 0.158 0.231
H 3.430 0.099 0.071 0.247
H -1.101 -2.657 0.616 0.250
H -2.777 -1.948 0.269 0.206
H -1.753 -2.496 -1.109 0.246
H -1.497 2.270 -0.123 0.444
H 2.565 2.059 -0.080 0.464
H 0.305 -0.638 -0.170 0.369

---

#ii
18
Properties=species:S:1:pos:R:3:nbo_charge:R:1 method="wB97M-V/def2-TZVPD" e_lumo_ha=-0.18200 e_homo_ev=-13.79 total_charge=+1 orbital_gap_ev=8.84 multiplicity=1
C -2.463 -0.019 0.036 -0.046
C 1.941 -1.244 0.797 -0.673
C -1.018 2.126 0.030 -0.464
C 1.761 -0.728 -0.681 -0.083
N -2.215 -1.283 -0.087 -0.003
N -1.281 -1.889 -0.315 0.177
N -0.310 -0.039 -0.499 0.184
N -1.223 0.726 -0.168 -0.020
O 0.892 0.432 -0.736 -0.277
H -3.360 0.461 0.337 0.265
H 2.110 -0.523 1.553 0.237
H 1.197 -1.994 1.000 0.225
H 2.961 -1.701 0.912 0.252
H -0.507 2.453 0.950 0.275
H -0.457 2.485 -0.739 0.251
H -1.962 2.626 -0.210 0.256
H 1.208 -1.489 -1.218 0.213
H 2.725 -0.398 -0.963 0.229

---

Least stable structure: #ii

---

#i
14
Properties=species:S:1:pos:R:3:nbo_charge:R:1 method="wB97M-V/def2-TZVPD" e_lumo_ha="0.13498 / 0.13500" e_homo_ev="-2.15 / -2.15" total_charge=-1 orbital_gap_ev="5.83 / 5.82" multiplicity=1
C 1.011 0.644 0.099 -0.357
C -0.088 0.076 -0.329 -0.153
C -1.511 0.629 -2.393 0.416
C 1.566 0.025 1.500 -0.669
C -0.954 -0.934 0.284 -0.713
O -2.283 -0.235 -2.645 -0.597
S -1.115 2.184 -2.646 -0.287
H 1.697 1.298 -0.540 0.192
H 1.793 -1.000 1.353 0.194
H 0.972 0.309 2.355 0.194
H 2.537 0.519 1.645 0.184
H -1.148 -1.701 -0.573 0.227
H -1.939 -0.503 0.609 0.211
H -0.537 -1.310 1.281 0.158

---

#ii
14
Properties=species:S:1:pos:R:3:nbo_charge:R:1 method="wB97M-V/def2-TZVPD" e_lumo_ha=0.12952 e_homo_ev=-3.35 total_charge=-1 orbital_gap_ev=6.87 multiplicity=1
C -0.338 0.291 -0.114 -0.269
C -0.756 -0.576 -1.036 0.083
C 2.829 -0.311 1.200 0.164
C -1.342 1.322 0.410 -0.610
C -1.378 -1.573 -1.588 -0.539
O 3.658 -0.901 1.799 -0.655
S 2.974 1.098 0.370 -0.502
H 0.707 0.538 0.095 0.272
H -0.905 1.828 1.145 0.209
H -2.236 0.905 0.708 0.198
H -1.543 2.134 -0.358 0.200
H -1.902 -2.371 -1.033 0.197
H -1.610 -1.656 -2.626 0.192
H 1.843 -0.727 1.028 0.061

---

Least stable structure: #i